Below is a structure of composition C5H11BO at a distorted geometry, with properties calculated with ωB97M-V/def2-TZVPD.

```
18
Properties=species:S:1:pos:R:3:forces:R:3:mulliken_charge:R:1
B 3.08842 2.56975 0.37905 0.49 0.18 1.07 0.25
C 0.19395 -0.35990 1.53717 -2.12 3.12 -1.40 -0.40
C 0.70786 -1.04441 0.59569 0.09 -1.09 -0.15 0.14
C -0.74039 0.85636 1.27398 1.92 1.54 1.45 -0.95
C 2.42134 -2.02234 -0.98270 -0.33 0.18 2.85 -0.94
C 1.09280 -1.98360 -0.18754 1.00 -1.05 -1.87 -0.32
O 2.62176 1.58449 -0.09909 -0.39 -0.44 -0.76 -0.28
H -3.55666 -0.49542 4.72460 -0.52 -0.10 -1.04 0.02
H 3.59533 3.36698 1.06879 -0.08 0.28 -0.35 0.01
H 0.46666 -0.51049 2.51649 0.58 -0.48 2.17 0.43
H -0.50402 1.64391 2.12409 -0.84 -1.48 -1.62 0.22
H -0.56834 1.39610 0.32836 0.43 -0.49 0.26 0.31
H -1.78141 0.62570 1.23967 -0.79 -0.38 0.51 0.33
H 2.29775 -2.57699 -1.83952 -0.43 -1.36 -2.07 0.36
H 3.10266 -2.63804 -0.32700 -0.10 1.03 -0.77 0.23
H 2.79228 -1.04256 -1.29728 0.10 -0.15 0.66 0.28
H 0.42585 -2.86456 -0.29104 0.46 0.59 0.02 0.32
H -3.90533 -0.56172 4.03364 0.53 0.10 1.03 -0.02
```
Positions in Å, forces in eV/Å.

Computed properties:
Relative energy (zero: lowest compared OMol25 entry of this formula, charge and spin), kcal per mole: 59.1
Orbital gap, Ha: 0.3544
E_HOMO, eV: -9.0
Calculated total energy, hartree: -297.10408

---

Below is the molecule C5H11BO2 at a distorted geometry, with properties calculated with ωB97M-V/def2-TZVPD.

```
19
Properties=species:S:1:pos:R:3:forces:R:3:mulliken_charge:R:1
C 2.32923 -0.20360 0.07549 2.34 -3.31 0.37 -1.25
C 1.16746 0.66595 -0.13514 -1.30 -2.33 -1.40 0.72
C 1.11982 1.00254 -1.59034 -2.29 0.18 -2.44 -1.57
B -0.23706 0.13807 0.35295 -0.04 -3.73 -0.80 0.41
O -0.68006 -1.39111 0.24748 1.01 4.55 -0.10 -0.48
C -2.01510 -1.35345 0.70524 -1.04 -2.70 -0.01 -0.31
C -2.43766 0.08407 1.01735 2.32 -0.16 -0.33 -0.32
O -1.22870 0.90736 0.80331 -0.76 -0.44 -0.08 -0.46
H 1.98440 -1.26336 0.27660 0.65 1.07 0.47 0.26
H 3.09884 0.16048 0.77383 -0.77 -0.29 0.57 0.33
H 3.02102 -0.40352 -0.77642 -0.93 0.60 -0.23 0.34
H 1.31274 1.54678 0.32531 0.48 3.27 1.88 0.22
H 0.81564 0.13230 -2.29863 1.28 1.11 1.23 0.28
H 0.24930 1.66549 -1.76656 0.43 0.18 -0.01 0.42
H 2.01982 1.57100 -1.87966 -0.30 -0.63 -0.25 0.40
H -1.99586 -1.96301 1.64583 -0.56 0.29 -0.72 0.24
H -2.76309 -1.89871 -0.08875 1.76 1.38 1.86 0.22
H -3.12210 0.33291 0.25607 -1.28 1.04 -0.17 0.29
H -2.63863 0.26981 2.05605 -1.01 -0.08 0.15 0.29
```
Positions in Å, forces in eV/Å.

Computed properties:
Relative energy (zero: lowest compared OMol25 entry of this formula, charge and spin), kcal per mole: 26.7
Orbital gap, Ha: 0.3910
E_HOMO, eV: -9.9
Structure (SMILES): CC(C)B1OCCO1
Calculated total energy, hartree: -372.46416

---

Below is the molecule C5H11BS at a distorted geometry, with properties calculated with ωB97M-V/def2-TZVPD.

```
18
Properties=species:S:1:pos:R:3:forces:R:3:mulliken_charge:R:1
C 0.94767 -0.91147 -1.70236 -2.79 -1.03 1.00 -0.99
C 0.97346 0.19030 -0.58454 2.16 1.46 -2.61 -0.45
B 0.22662 -0.09194 0.71725 -0.04 0.42 -0.55 0.03
C -0.06561 -1.47184 1.18239 0.05 -1.98 1.31 -0.93
C -0.64849 1.03157 1.27405 -1.54 -0.71 1.93 -0.10
C -1.40957 1.70344 0.21107 1.16 0.72 -3.79 -0.70
S -0.22618 2.71576 1.03440 0.93 1.87 0.45 -0.12
H 1.34136 -1.84546 -1.20692 -0.78 0.64 -0.68 0.21
H 1.41800 -0.88023 -2.67966 0.69 1.04 0.23 0.36
H -0.15984 -0.99613 -1.99477 1.35 -0.67 0.47 0.23
H 2.06991 0.36735 -0.60970 -0.40 0.34 1.17 0.23
H 0.55574 1.20761 -0.85831 1.00 -1.24 -0.57 0.33
H -0.61533 -1.94890 0.35371 -0.45 0.08 0.47 0.38
H -0.53357 -1.53970 2.19513 0.02 -0.25 -1.04 0.25
H 0.83801 -2.07592 1.16991 0.31 -0.22 0.24 0.31
H -1.27102 0.87665 2.19447 0.76 -0.04 -0.82 0.41
H -1.05338 1.59131 -0.88693 -0.96 -0.35 1.97 0.13
H -2.38776 2.07760 0.19081 -1.46 -0.07 0.83 0.38
```
Positions in Å, forces in eV/Å.

Computed properties:
Relative energy (zero: lowest compared OMol25 entry of this formula, charge and spin), kcal per mole: 6.6
Orbital gap, Ha: 0.3415
E_HOMO, eV: -8.6
Structure (SMILES): CCB(C)[C@@H]1CS1
Calculated total energy, hartree: -620.08061

---

Below is a structure of composition C5H11BiO4 at a distorted geometry, with properties calculated with ωB97M-V/def2-TZVPD.

```
21
Properties=species:S:1:pos:R:3:forces:R:3:lowdin_spin:R:1
O -0.84375 -0.58014 -0.88742 0.69 0.00 0.12 0.00
C 0.43936 -0.38405 -1.00117 -1.47 -2.21 -1.39 0.01
O 1.02275 0.68275 -0.83482 0.71 -0.64 -0.31 0.09
O 1.01857 -1.46185 -1.46298 -0.61 0.49 0.73 0.00
C 2.41848 -1.62890 -1.22226 0.90 0.01 -0.05 0.00
H 2.99776 -1.13719 -2.01245 -0.16 -0.13 0.21 0.00
H 2.68222 -1.21364 -0.24261 0.00 -0.15 -0.25 0.00
H 2.59065 -2.70791 -1.23854 -0.03 0.31 0.00 0.00
C -1.70419 0.55774 -0.65781 -0.20 0.56 -0.08 0.02
H -1.37231 1.06666 0.25851 -0.18 -0.13 -0.13 0.02
H -1.58629 1.24399 -1.50854 0.00 -0.17 0.18 0.00
C -3.11886 0.04863 -0.54971 -0.24 -0.06 0.16 0.00
H -3.36979 -0.60539 -1.39495 0.12 0.22 0.21 0.00
H -3.26642 -0.50379 0.38737 0.03 0.11 -0.29 0.00
H -3.80504 0.90520 -0.55954 0.16 -0.23 0.03 0.00
Bi 1.20909 2.49568 0.17530 0.66 2.98 -1.21 0.69
O 0.99242 1.88106 1.98888 -0.24 0.09 1.92 0.16
C 0.94140 0.62377 2.56397 -0.23 -1.98 0.58 0.01
H 1.66303 -0.08568 2.10964 -0.15 0.33 0.15 0.00
H 1.15453 0.63137 3.65355 -0.09 0.39 -0.68 0.00
H -0.06361 0.17172 2.43558 0.34 0.21 0.11 0.00
```
Positions in Å, forces in eV/Å.

Computed properties:
Relative energy (zero: lowest compared OMol25 entry of this formula, charge and spin), kcal per mole: 0.0
Orbital gap (spin up / spin down), Ha: 0.2904 / 0.3524
E_HOMO (spin up / spin down), eV: -11.7 / -14.6
Net charge: +1
<S²>: 0.75
Spin multiplicity: 2
Calculated total energy, hartree: -712.38682

---

Below is a cluster of 2 separate species, C5H11BrN in total at a distorted geometry, with properties calculated with ωB97M-V/def2-TZVPD.

```
18
Properties=species:S:1:pos:R:3:forces:R:3:mulliken_charge:R:1
C 0.43968 1.56650 -0.67501 1.08 1.95 -0.49 -0.66
C -0.26563 0.40472 -1.16571 -0.74 -3.41 0.47 -0.29
C 0.65420 1.45916 0.79402 1.55 -2.97 0.40 -0.51
C -1.13545 -0.06084 0.05855 -0.26 0.20 -1.19 -0.20
C -1.06637 -2.95870 0.33352 -1.38 -0.46 -1.03 -0.73
N -0.72572 0.91786 1.16627 1.29 -0.95 -0.70 -0.17
Br -3.05427 0.00222 -0.13553 0.89 -0.06 0.15 -0.02
H 1.28582 1.65570 -1.33253 0.81 0.68 0.35 0.35
H -0.18618 2.42657 -0.81941 -0.25 0.84 -0.27 0.32
H -0.84390 0.66766 -2.04093 -0.36 -0.38 -0.11 0.36
H 0.48729 -0.38808 -1.45386 -1.06 0.51 0.34 0.21
H 1.43668 0.63438 1.07234 -1.44 1.56 -0.39 0.31
H 0.87974 2.38238 1.29823 -0.12 0.21 0.32 0.38
H -2.02568 -3.39321 -0.19995 2.14 1.22 1.17 0.30
H -1.12567 -2.81662 1.42179 0.20 -0.16 -0.68 0.32
H -0.10072 -3.08968 -0.19543 -0.78 0.16 0.63 0.30
H -0.72880 0.46492 2.08981 -0.68 0.73 -0.21 0.31
H -1.32257 1.70547 0.95371 -0.89 0.33 1.26 0.41
```
Positions in Å, forces in eV/Å.

Computed properties:
Relative energy (zero: lowest compared OMol25 entry of this formula, charge and spin), kcal per mole: 110.0
Orbital gap (spin up / spin down), Ha: 0.3608 / 0.2681
E_HOMO (spin up / spin down), eV: -13.4 / -12.5
Net charge: +1
Calculated total energy, hartree: -2825.46191

---

Question: Number 1 is which compound?
Answer: C5H11BO

---

Please write out number 2 again, unchanged.
Below is the molecule C5H11BO2 at a distorted geometry, with properties calculated with ωB97M-V/def2-TZVPD.

```
19
Properties=species:S:1:pos:R:3:forces:R:3:mulliken_charge:R:1
C 2.32923 -0.20360 0.07549 2.34 -3.31 0.37 -1.25
C 1.16746 0.66595 -0.13514 -1.30 -2.33 -1.40 0.72
C 1.11982 1.00254 -1.59034 -2.29 0.18 -2.44 -1.57
B -0.23706 0.13807 0.35295 -0.04 -3.73 -0.80 0.41
O -0.68006 -1.39111 0.24748 1.01 4.55 -0.10 -0.48
C -2.01510 -1.35345 0.70524 -1.04 -2.70 -0.01 -0.31
C -2.43766 0.08407 1.01735 2.32 -0.16 -0.33 -0.32
O -1.22870 0.90736 0.80331 -0.76 -0.44 -0.08 -0.46
H 1.98440 -1.26336 0.27660 0.65 1.07 0.47 0.26
H 3.09884 0.16048 0.77383 -0.77 -0.29 0.57 0.33
H 3.02102 -0.40352 -0.77642 -0.93 0.60 -0.23 0.34
H 1.31274 1.54678 0.32531 0.48 3.27 1.88 0.22
H 0.81564 0.13230 -2.29863 1.28 1.11 1.23 0.28
H 0.24930 1.66549 -1.76656 0.43 0.18 -0.01 0.42
H 2.01982 1.57100 -1.87966 -0.30 -0.63 -0.25 0.40
H -1.99586 -1.96301 1.64583 -0.56 0.29 -0.72 0.24
H -2.76309 -1.89871 -0.08875 1.76 1.38 1.86 0.22
H -3.12210 0.33291 0.25607 -1.28 1.04 -0.17 0.29
H -2.63863 0.26981 2.05605 -1.01 -0.08 0.15 0.29
```
Positions in Å, forces in eV/Å.

Computed properties:
Relative energy (zero: lowest compared OMol25 entry of this formula, charge and spin), kcal per mole: 26.7
Orbital gap, Ha: 0.3910
E_HOMO, eV: -9.9
Structure (SMILES): CC(C)B1OCCO1
Calculated total energy, hartree: -372.46416

---

Question: Which value of relative energy (zero: lowest compared OMol25 entry of this formula, charge and spin) does entry 4 give?
Answer: 0.0 kcal per mole

---

Question: Look up the calculated total energy of the first one.
Answer: -297.10408 hartree